Record 1
A molecular structure, C4H3NaO at a distorted geometry, computed with the ωB97M-V functional and the def2-TZVPD basis.

XYZ file:
```
9
Properties=species:S:1:pos:R:3:forces:R:3:nbo_charge:R:1
C 2.16515 -2.34392 1.30756 -0.32 0.58 -0.07 -0.080
H -2.65931 1.14594 -0.64758 -0.21 -0.13 0.00 -0.089
O -0.96145 0.89319 -0.33323 -0.60 1.68 -1.18 -0.776
H -0.86595 -1.12546 -0.12081 0.05 0.16 0.46 0.152
H 1.54108 0.79774 0.37150 -0.32 -0.11 0.47 0.203
C 0.97501 -0.12287 0.56119 -1.77 0.33 -1.35 -0.359
Na -1.40041 2.15543 -2.17349 0.13 -0.34 0.57 0.956
C -0.38216 -0.14834 0.03994 2.49 -1.04 0.90 0.329
C 1.58804 -1.25173 0.99492 0.56 -1.14 0.20 -0.336
```
Forces are in eV/Å.

LUMO energy (alpha / beta) (eV): -2.1 / -1.7
Net charge: 0
HOMO-LUMO gap (alpha / beta) (eV): 4.91 / 6.32


Record 2
C21H27N5O2 in the gas phase at a distorted geometry, computed with the ωB97M-V functional and the def2-TZVPD basis.

XYZ file:
```
55
Properties=species:S:1:pos:R:3:forces:R:3:nbo_charge:R:1
H 1.27565 -1.06922 -1.42251 0.01 -0.05 0.08 0.223
H 5.86633 -1.06388 0.09153 0.06 -0.01 0.07 0.194
H 3.74979 -2.25824 0.56195 -0.07 -0.04 0.01 0.211
H 2.81422 1.69017 1.94688 0.15 -0.07 -0.05 0.229
C -0.39380 -0.17566 -0.45662 -0.55 -0.52 -0.24 0.014
C -6.77785 -1.59680 -0.45582 -0.08 -0.41 0.17 -0.063
H -5.60375 -1.99158 1.32417 0.07 -0.04 0.07 0.214
H -6.88672 -3.16859 1.00760 -0.02 -0.13 0.03 0.216
H 3.84336 0.21679 0.69658 -0.04 -0.02 -0.02 0.213
O -6.51323 -0.21095 -0.56261 -0.01 0.27 -0.01 -0.490
C 2.43041 0.83998 2.51427 -0.30 0.09 0.24 -0.504
C -1.63140 -0.73730 -0.48182 0.73 0.16 -0.10 -0.179
H -3.77144 3.31745 -0.52667 -0.04 0.10 0.00 0.242
H 5.36609 1.25824 -0.92205 0.05 0.09 0.03 0.193
H 2.81751 0.14787 -2.16833 -0.10 -0.03 -0.06 0.188
C 1.74275 1.33582 3.78057 0.07 -0.08 -0.16 -0.594
H 1.32632 0.49922 4.33545 -0.05 0.00 0.07 0.216
C -3.88144 2.24471 -0.52725 -0.02 -0.05 0.00 -0.182
H -6.01846 2.23082 -0.54995 -0.10 0.09 0.00 0.231
H 0.92766 2.00665 3.52311 -0.08 0.04 0.05 0.218
C -5.11288 1.64635 -0.53888 0.05 -0.16 0.02 -0.233
C -4.09924 -0.54283 -0.52416 -0.32 0.00 -0.01 -0.306
C 4.82449 0.75192 -1.72391 -0.14 -0.26 -0.28 -0.394
C 5.30720 -1.50593 -0.73630 -0.14 -0.15 -0.29 -0.394
H -7.28493 -1.56322 1.63496 -0.06 0.02 0.07 0.218
H -4.15382 -1.61971 -0.52196 -0.06 -0.11 0.02 0.216
C -6.62450 -2.11489 0.97090 0.03 0.27 -0.32 -0.639
N 0.15419 3.30115 -0.51053 0.31 0.83 -0.02 -0.044
H 2.45077 1.86624 4.41282 0.05 0.05 0.05 0.204
C -2.82486 0.04395 -0.51379 -0.11 0.72 -0.02 0.028
H 6.50301 -0.50867 -2.22694 0.01 -0.05 -0.09 0.208
C 3.24162 -0.25788 -0.07923 0.13 -0.11 -0.31 -0.016
H 4.94797 -1.09697 -2.81712 0.00 -0.03 -0.09 0.192
C 3.35541 0.60815 -1.33747 0.27 0.29 0.34 -0.429
C 5.44763 -0.61964 -1.97090 0.22 0.16 0.23 -0.396
H 4.90946 1.36566 -2.62218 0.04 0.08 0.04 0.212
C -2.73526 1.44841 -0.51387 -0.85 -0.54 -0.01 0.100
H 5.73100 -2.49232 -0.93548 0.06 0.00 0.08 0.210
C -5.23615 0.24207 -0.53472 0.26 0.07 -0.02 0.316
H 3.29651 -2.14847 -1.14129 -0.10 -0.04 -0.05 0.194
C 0.87499 -0.97860 -0.41158 -0.05 -0.07 0.17 -0.234
C 3.83974 -1.64649 -0.33857 0.23 0.24 0.31 -0.412
H -6.14752 -2.16514 -1.15067 -0.08 0.08 0.00 0.170
C -0.32571 1.24166 -0.48989 -0.77 0.71 -0.10 0.291
N -1.11870 3.27006 -0.51377 -1.22 0.71 -0.01 -0.087
N -1.47849 1.98529 -0.50307 1.81 -0.71 0.01 -0.153
H 2.90041 1.57974 -1.14407 0.01 -0.11 -0.07 0.255
N 1.88347 -0.34855 0.42421 -0.26 -0.25 -0.07 -0.442
H -7.81831 -1.69648 -0.77702 0.18 -0.04 -0.02 0.196
H 3.26320 0.18455 2.78106 0.08 0.05 -0.12 0.217
O 0.30248 -0.13106 1.98856 -0.18 -0.06 0.33 -0.646
H -1.73095 -1.81219 -0.45099 0.02 -0.14 0.05 0.213
N 0.68595 2.09841 -0.49706 0.36 -0.89 0.05 -0.327
C 1.45114 0.08081 1.63699 0.55 -0.01 0.09 0.707
H 0.63870 -1.98086 -0.03259 -0.02 0.08 -0.15 0.213
```
Forces are in eV/Å.

LUMO energy (eV): 0.3
Net charge: 0
HOMO-LUMO gap (eV): 8.62
SMILES: CCOc1ccc2c(c1)cc(CN(C(=O)CC)C1CCCCC1)c1nnnn12


Record 3
C5H3N in the gas phase at a distorted geometry, computed with the ωB97M-V functional and the def2-TZVPD basis.

XYZ file:
```
9
Properties=species:S:1:pos:R:3:forces:R:3:nbo_charge:R:1
C 0.42640 0.28520 -1.43205 0.87 0.97 0.64 -0.222
H -0.21558 0.15069 -2.24119 -0.86 -0.32 -1.35 0.235
C 0.85341 -0.58908 -0.50725 -0.50 -3.62 5.59 0.270
N 0.51014 -1.36004 0.79983 1.02 1.28 -5.50 -0.391
C 0.68317 1.62508 -0.68361 0.02 0.11 0.07 0.018
H -1.52119 -0.45018 0.76812 0.74 -0.38 0.21 0.211
C -0.46022 -0.29036 1.09612 -0.31 0.18 -2.80 -0.257
C 0.18483 0.66469 0.13009 -1.06 0.48 -0.18 -0.080
H -0.46096 -0.03601 2.06993 0.08 1.30 3.32 0.218
```
Forces are in eV/Å.

LUMO energy (alpha / beta) (eV): -0.7 / -0.7
Net charge: 0
HOMO-LUMO gap (alpha / beta) (eV): 8.43 / 8.43


Record 4
A molecular structure, C18H38CaOP2 at a distorted geometry, computed with the ωB97M-V functional and the def2-TZVPD basis.

XYZ file:
```
60
Properties=species:S:1:pos:R:3:forces:R:3:nbo_charge:R:1
H -2.50158 0.21906 -2.29843 0.27 0.49 0.13 0.223
H 3.21169 1.52188 -2.48886 -0.36 -0.04 0.09 0.261
C -0.09248 -2.05184 1.37959 -1.09 -0.63 -1.35 -0.434
H -0.40022 -0.72725 -2.12117 0.07 0.29 0.32 0.252
C 1.84084 -2.77562 2.87104 0.10 -0.64 -0.20 -0.434
H 0.30423 4.40930 1.21402 0.25 0.19 0.00 0.190
H 2.74124 0.90895 -0.90194 -0.12 0.02 0.35 0.168
H 1.56256 3.13895 1.27479 -0.19 -0.08 -0.03 0.198
H 0.16455 -2.59877 -1.64969 0.33 0.03 0.38 0.186
H 0.00428 3.39148 -1.44803 0.18 0.07 -0.02 0.263
Ca 1.41612 -0.20355 1.22928 1.08 2.72 0.26 1.228
H 0.32843 -4.12848 0.95869 -0.02 0.31 -0.13 0.206
H 2.39999 -2.24771 3.66605 -0.09 -0.14 -0.49 0.209
C -3.00637 -0.06125 1.66840 0.56 -0.46 0.04 -0.944
H -0.16134 -0.04139 -0.49483 0.21 0.43 -0.82 0.267
H -1.84216 4.06140 1.58228 -0.30 -0.06 0.08 0.200
H -1.95959 1.82550 -1.63214 -0.10 -1.05 0.05 0.222
H 2.81413 -0.19785 -2.33589 -0.10 0.52 0.08 0.249
H -4.17359 -1.19298 -1.58096 -0.12 -0.09 -0.04 0.223
H -0.47838 1.61176 -4.41385 0.22 -0.04 0.06 0.260
C 0.58366 1.45250 -4.17287 -0.38 -0.03 -0.45 -0.983
H 1.68061 2.99489 -0.91890 -0.35 -0.22 0.04 0.283
H 0.28714 -1.32255 3.37881 -0.08 -0.04 -0.59 0.213
H -1.05731 -3.44702 0.13252 0.13 -0.20 0.00 0.208
O -0.17031 1.14288 1.55530 -0.49 0.63 -0.08 -1.092
H 3.80118 -3.12386 2.09555 -0.15 0.02 -0.30 0.222
H 3.74690 -1.50603 0.48567 -0.75 -0.41 -0.36 0.229
H -2.35082 0.63074 2.19541 0.07 -0.40 -0.04 0.272
C -0.53632 2.44676 1.18784 0.35 -1.10 0.58 0.108
C 0.81044 -2.97990 -0.83608 -0.38 -0.59 0.34 -0.440
H -3.99406 -1.83195 0.08582 -0.07 0.14 -0.33 0.221
P -3.36023 0.54068 -0.05319 0.27 0.43 -0.30 0.784
C 2.53375 0.80683 -1.98998 -0.04 -0.58 -1.35 -1.069
C -4.29096 -0.96522 -0.52212 -0.05 -0.37 -0.18 -0.951
H 1.14472 2.34582 -4.47864 -0.11 -0.27 0.05 0.262
H 2.30811 -1.59075 -1.48389 0.11 0.27 0.36 0.193
H -3.97705 -0.07696 2.19749 0.15 0.10 -0.49 0.237
C 1.97139 -2.07079 -0.57342 0.07 -0.66 -0.03 -0.337
H 0.95743 0.59301 -4.74439 -0.14 0.16 0.35 0.271
H -1.71876 2.92072 2.93096 -0.03 -0.05 -0.21 0.207
H 0.56586 3.48534 2.69153 0.02 -0.08 -0.05 0.215
H 1.38782 3.56250 -2.55430 -0.07 -0.02 0.06 0.247
H -2.71946 2.52295 1.51359 -0.14 0.06 -0.06 0.208
H -0.70181 2.39851 0.10044 0.01 0.63 0.04 0.115
H -0.81707 -1.27837 1.07684 0.12 -0.51 0.67 0.206
P 0.80983 1.28949 -2.39721 1.12 -0.23 1.58 1.525
H -5.35189 -0.75397 -0.33370 0.23 -0.12 -0.06 0.239
C -0.44447 0.21258 -1.54129 -0.50 -0.21 -0.07 -0.765
C 2.81694 -2.12339 0.49670 1.41 -0.41 -0.27 -0.390
H 1.55167 -3.73283 3.34252 0.14 -0.03 -0.04 0.197
C -0.02139 -3.22825 0.43087 -0.35 -0.27 -0.01 -0.424
H 1.17166 -3.94839 -1.20969 0.04 -0.06 -0.15 0.203
C -1.80256 2.99727 1.83765 0.05 0.22 0.21 -0.639
H 2.61922 -4.14813 1.33701 -0.13 0.49 -0.22 0.208
C 0.96247 2.96183 -1.74335 -0.56 0.58 -0.35 -0.985
C 2.79445 -3.10236 1.64976 -0.22 -0.27 1.33 -0.450
H -2.59794 -1.09845 1.70264 -0.27 0.83 0.03 0.226
C 0.60939 -1.96636 2.54115 0.32 -0.17 1.54 -0.463
C -1.92661 0.71099 -1.49200 -0.47 0.44 0.37 -0.671
C 0.55199 3.41765 1.60060 0.31 0.45 -0.34 -0.632
```
Forces are in eV/Å.

LUMO energy (alpha / beta) (eV): 0.0 / 0.2
Net charge: 0
HOMO-LUMO gap (alpha / beta) (eV): 4.19 / 3.14


Number 1: E -10652.9588 eV, molecular weight 90.1 g/mol. Number 2: E -33760.7454 eV, molecular weight 381.5 g/mol. Number 3: E -6713.7135 eV, molecular weight 77.1 g/mol. Number 4: E -58339.2021 eV, molecular weight 372.5 g/mol.